No. 1
45
Properties=species:S:1:pos:R:3:mulliken_charge:R:1 method="wB97M-V/def2-TZVPD" smiles="C#CCCC[C@@H](C#C)OC=O.CCCC#N.CCCC#N" e_above_lowest_kj_mol=644.0 total_energy_ev=-25088.98928 multiplicity=1 gap_ev=10.88
C -3.27518 -0.20102 -1.57330 -0.91
H 1.14499 -3.33450 0.14347 0.11
H 3.31609 -4.46158 0.47911 0.31
N -1.80754 2.98749 -2.82197 -0.52
H 2.27248 -5.45140 -0.53852 0.29
H 1.89708 3.56036 2.58620 0.31
C 0.44358 -0.08899 0.44999 0.12
C -1.56037 0.43700 -3.33541 -0.13
H 0.52225 4.84947 1.18658 0.37
C 1.19476 -4.16910 0.83922 -0.08
C -2.85895 -0.32072 -3.03338 -0.50
H 5.45166 5.05384 1.00740 0.43
C 2.55935 -6.16756 1.39609 0.23
C 4.48413 4.62672 1.11630 0.19
H -1.27351 0.31501 -4.38062 0.34
C -1.79920 2.26079 1.78222 -1.60
H -4.17941 -0.77962 -1.38244 0.38
C 3.42679 4.09139 1.29361 -0.94
H 1.45924 4.46369 -0.22197 0.46
H -2.70644 -1.37087 -3.28770 0.32
H 0.21180 1.82061 2.01193 0.41
H -0.31003 -5.35909 -0.17497 0.31
H -3.65556 0.05247 -3.68014 0.30
H 1.29059 0.22046 1.08238 0.27
C -0.49928 1.95973 1.19393 1.15
H -3.48218 0.83572 -1.30264 0.33
H -3.78615 2.65223 2.77520 0.50
C 2.39552 -5.04622 0.46747 -0.47
C -1.69899 1.86953 -3.06318 0.26
H -0.92572 3.57760 -0.12275 0.47
H -0.13096 -5.74557 1.54028 0.38
H 1.35203 -3.74652 1.83414 0.29
H 0.28496 2.51074 -0.73890 0.22
N 2.68830 -7.03508 2.13729 -0.43
C 2.14339 3.43899 1.52729 -0.02
H -0.95383 -4.26681 1.05132 0.32
C -0.12404 -4.93227 0.81272 -1.23
C -0.04120 3.01206 0.17179 -0.67
O 0.49426 -1.06330 -0.24489 -0.49
H -2.48928 -0.57073 -0.91427 0.09
O -0.64669 0.66864 0.52263 -0.25
C -2.87740 2.51229 2.23906 -0.07
H 2.25517 2.36393 1.36852 0.03
C 1.00149 4.02212 0.66428 -0.92
H -0.74717 0.05060 -2.71652 0.08



No. 2
46
Properties=species:S:1:pos:R:3:mulliken_charge:R:1 method="wB97M-V/def2-TZVPD" smiles="CC(C)CCOCc1nc2sc3c(c2c(=O)[nH]1)CC[C@H](C)C3" e_above_lowest_kj_mol=42.1 total_energy_ev=-35930.40710 multiplicity=1 gap_ev=8.71
H 4.52178 -3.51354 2.11765 0.21
C -2.01678 1.43412 -3.17835 -0.65
C 4.24634 -2.46261 2.26363 0.75
C -2.84633 4.33202 -2.87707 -1.60
H 5.22244 -0.66767 2.97430 0.36
H 2.17788 -4.16247 2.40600 0.37
C -1.55639 0.44956 -0.82777 -0.08
C 1.86415 -3.22144 2.86586 -0.70
H 0.91864 -1.55299 -0.02192 0.05
H -5.31177 2.08743 -1.99137 0.35
H 4.68793 -1.88977 0.22928 0.47
C 3.09619 -2.40786 3.27648 -0.67
N -1.55560 -0.19689 1.52212 -0.61
C -2.32939 1.23099 -1.73264 -0.22
C 0.17463 -1.62038 2.41255 -0.21
H -2.89540 2.39259 -4.89462 0.45
H 3.45103 -2.80007 4.23177 0.41
S -3.50503 1.42219 0.57480 -0.37
C 5.45873 -1.71873 2.82121 -1.62
H 0.71255 -0.88338 3.02884 0.22
C -4.40602 2.67314 -1.80147 -0.81
C -0.36830 -0.32642 -1.09186 0.36
H 2.80847 -1.36600 3.43524 0.24
C 3.84254 -1.87665 0.91348 -1.32
O 0.21886 -0.46616 -2.14395 -0.72
H -1.14264 2.08545 -3.26192 0.30
H 5.76890 -2.14332 3.77348 0.41
H -3.97137 1.27269 -4.05822 0.36
H -2.07259 4.01901 -2.18163 0.33
H 3.03731 -2.45628 0.47121 0.21
H -0.60059 -2.07526 3.04630 0.33
N 0.09755 -0.96300 0.06638 0.13
H -4.68871 3.50309 -1.15014 0.45
H 3.51232 -0.84593 1.02848 0.31
C -3.84133 3.20141 -3.12780 0.39
C -0.48830 -0.88437 1.28394 0.29
O 1.04728 -2.59279 1.89536 -0.36
H -1.73499 0.47906 -3.62499 0.46
H -3.35547 5.19460 -2.45230 0.44
H 6.29488 -1.78309 2.12928 0.40
H -2.37549 4.63793 -3.80845 0.36
H 1.25868 -3.45390 3.75258 0.38
C -3.21143 2.04334 -3.91023 -1.20
C -2.07550 0.45912 0.46228 0.37
H -4.67223 3.60180 -3.71954 0.34
C -3.39745 1.81140 -1.12628 0.68



No. 3
46
Properties=species:S:1:pos:R:3:mulliken_charge:R:1 method="wB97M-V/def2-TZVPD" smiles="CCOC(=O)C(CCCOc1ccc(C)cc1)C(=O)OCC" e_above_lowest_kj_mol=28.8 total_energy_ev=-28256.56454 multiplicity=1 gap_ev=9.07
C 3.36077 -0.66620 1.09079 -1.12
C 5.10643 0.66333 0.16954 -0.50
H 6.15470 0.91318 0.09032 0.39
C 4.71156 -0.37270 1.01159 0.80
H 4.48667 2.17391 -1.22030 0.45
C 2.82215 1.07034 -0.48019 0.48
C 2.41774 0.04151 0.36123 -0.13
H -1.58838 -2.85845 -1.42733 0.31
H 6.46634 -1.58895 1.14292 0.35
H -2.02819 2.03308 -0.87235 0.30
O -2.12810 -0.49855 -1.54307 -0.57
C 0.61256 1.60884 -1.23615 -0.03
H -0.42013 -3.49607 -0.22880 0.38
C -1.77434 0.51525 0.62436 1.59
C -5.99100 -0.38746 -0.06301 -1.10
C -0.05213 2.27370 -0.02707 -0.64
H 1.37934 -0.23041 0.46565 0.68
H 0.64663 -3.32239 -2.46575 0.42
C -3.20812 0.29833 1.10587 -0.21
H -5.94445 1.74567 0.33335 0.32
H 0.21635 -1.61273 -2.56417 0.26
H 5.25736 -1.92213 2.38895 0.34
H -5.52648 -1.29056 0.32520 0.30
C -1.53624 1.93306 0.09632 -1.00
H -1.10637 0.26975 1.45378 0.42
C -0.65223 -2.66310 -0.89492 -0.28
H 0.23239 2.05563 -2.15926 0.35
C 5.72912 -1.13606 1.80485 -1.48
H 0.06263 3.35433 -0.13067 0.30
C -1.60658 -0.54341 -0.46156 -0.27
H -2.00221 2.63824 0.78641 0.46
C 0.47829 -2.42044 -1.88449 -0.96
H 0.47446 1.97619 0.88281 0.34
H 0.39413 0.53738 -1.26380 -0.13
C 4.18250 1.37332 -0.56454 -0.72
C -5.46077 0.83011 0.67888 -0.29
H -7.06652 -0.45842 0.07080 0.41
H 1.39562 -2.16196 -1.35972 0.19
H 3.02343 -1.46402 1.73760 0.30
H -5.60285 0.71378 1.75829 0.32
O 2.00512 1.82719 -1.27103 -0.45
H -5.76511 -0.30377 -1.12318 0.29
O -3.50029 -0.46343 1.98887 -0.63
H 6.25878 -0.46936 2.48461 0.33
O -4.06910 1.02784 0.41165 -0.30
O -0.84548 -1.54343 -0.02322 -0.27



No. 4
56
Properties=species:S:1:pos:R:3:mulliken_charge:R:1 method="wB97M-V/def2-TZVPD" charge=+1 total_energy_ev=-73522.79511 multiplicity=1 gap_ev=6.17
O -5.29348 -2.18868 -5.76907 -0.56
S 5.78710 4.27999 1.76133 -0.36
O -7.57003 -3.18663 -4.60511 -0.59
C 3.43464 -1.71970 0.25798 -0.42
C -6.56268 -3.16672 -3.90582 0.84
H -7.48723 -4.06730 -2.13782 0.42
P 2.35049 -0.74440 1.49105 -0.13
H -0.36618 -1.68572 -0.25752 0.35
H 3.98955 -2.59886 3.51172 0.27
H 3.41856 5.66303 2.84118 0.38
C 3.49200 -1.70415 4.09089 -0.97
C 0.27738 2.81443 -0.31775 -0.08
C -5.44916 -3.61263 -1.78154 0.30
H 4.10726 1.93470 1.56856 -0.04
H -3.64156 0.93744 -0.04332 0.22
O -3.18356 -2.99984 -1.61562 -0.59
H -3.24783 -2.18671 -4.10651 0.45
P 4.21296 5.06373 0.84371 0.63
B -0.46649 0.26995 0.11097 0.39
C -2.97450 -0.03917 0.08340 -0.70
C -6.55866 -3.66350 -2.52123 -0.77
H 1.11451 5.13977 -0.56247 0.30
C 1.90861 1.00434 0.85514 -0.09
H 4.89726 -0.39277 -1.07450 0.25
N -1.73888 0.16515 0.93166 0.04
O 3.55645 6.23406 2.00526 -0.49
N 0.56921 1.39327 0.20525 0.33
C 3.43726 -0.41510 3.07318 -0.52
H 2.88180 -1.88272 -0.77820 0.31
H -2.57506 0.93147 2.78260 0.30
C 4.88701 -1.03489 -0.08386 -0.80
O -0.19811 -0.86465 -0.84201 -0.52
O -5.43703 -4.08008 -0.48021 -0.57
H 5.34777 -0.40954 0.79804 0.19
H 4.15102 -1.37392 5.02042 0.33
H 3.62533 -2.81334 0.69495 0.36
H 5.74515 5.78813 -0.60088 0.35
H 2.92143 0.52894 3.59062 0.37
C -1.94299 1.34365 1.85793 -0.77
O 4.74477 5.87085 -0.60658 -0.48
C -5.28879 -2.63037 -4.45869 0.43
H -4.52119 -3.93200 -0.15836 0.33
H -0.96348 1.79091 2.31759 0.25
C 2.84834 3.74763 0.55496 0.35
C 3.07973 2.17254 1.04629 0.11
C 1.38686 4.04595 -0.17397 -0.54
H 2.38561 -1.97369 4.38180 0.30
H -3.66947 -0.80035 0.68575 0.28
H -6.21096 -2.33118 -6.08909 0.35
H 5.64002 -1.93991 -0.27626 0.31
I -1.62552 3.32051 -1.29841 0.22
H -2.78488 -0.53642 -0.95876 0.22
C -4.18185 -3.05070 -2.32542 0.90
H 4.53262 -0.04906 2.78923 0.26
H -2.61102 2.21047 1.39556 0.23
C -4.18010 -2.57622 -3.71807 -0.91



No. 5
53
Properties=species:S:1:pos:R:3:mulliken_charge:R:1 method="wB97M-V/def2-TZVPD" smiles="Cc1cccc(C[C@H]2OC(=O)O[C@@]2(Br)P(O)Cl)c1.CNC(C)=O.CNC(C)=O" e_above_lowest_kj_mol=599.1 total_energy_ev=-125148.80348 multiplicity=1 gap_ev=8.39
H -4.18095 5.08596 2.56659 0.28
O 3.84779 -1.55631 2.12746 -0.33
C -1.46615 -0.59788 1.36535 -0.82
H -4.33427 2.06213 4.18754 0.37
H 5.08822 1.31878 -1.00346 0.37
H 0.40992 1.44987 -3.66482 0.28
H -1.66491 0.45938 1.17338 0.35
O -1.67970 -2.21077 -0.38952 -0.69
C 4.58660 -1.79512 0.86516 0.31
H -5.63539 0.86098 4.20735 0.27
H 6.16509 -1.15270 -3.51695 0.27
O 2.85517 -0.16630 0.42538 -0.23
C 5.02803 0.16170 -1.07533 -0.65
C 2.60167 -1.02697 1.57289 0.34
C -5.84028 2.34353 2.68987 0.80
Br 6.50686 -2.21926 1.27792 -0.10
C -2.23715 -1.45285 0.39561 0.69
H 4.03030 -5.44369 0.19497 0.33
C -4.43681 -0.54098 1.24766 -0.66
C 0.47321 0.35551 -4.03615 -0.93
O -6.35621 1.56255 1.90071 -0.65
H -5.95512 2.48974 4.82412 0.47
C -5.05251 4.70892 3.10614 -0.81
H -0.14255 -0.30021 -3.30355 0.19
H -5.10505 -1.19699 1.80966 0.27
P 3.60753 -3.30354 0.20662 0.40
Cl 3.59390 -3.40811 -1.89357 -0.19
H -4.04037 -1.96982 -0.27156 0.23
N -3.59554 -1.36708 0.40618 -0.11
H -5.03227 0.10696 0.60381 0.33
C 2.00959 -0.10581 -4.00272 0.61
H -3.85864 0.06777 1.94009 0.09
O 1.45916 -1.31770 1.99903 -0.49
H 4.81901 -1.73435 -5.76968 0.27
H 4.75319 0.33964 1.07072 0.23
H 6.11627 -0.19908 -1.03069 0.29
C 2.79720 0.22612 -2.67787 -0.24
C 2.75510 -0.84321 -5.15645 -0.67
H 2.18008 -1.09203 -6.11861 0.30
H -0.39726 -0.77742 1.23640 -0.02
H -5.95422 3.84702 1.38967 0.24
O 4.47956 -4.72206 0.71351 -0.48
C 4.28388 -0.15117 -2.45312 0.39
C 4.28388 -0.33289 0.24609 0.16
H -0.00448 0.22134 -5.07754 0.31
H -4.75002 4.37874 4.09798 0.32
N -5.64039 3.64012 2.32748 -0.17
C 4.26580 -1.18087 -4.92636 -0.32
H -5.78885 5.51025 3.19817 0.28
H -1.73765 -0.85531 2.39171 0.34
C -5.41069 1.91924 4.06848 -1.37
C 5.05683 -0.86814 -3.62877 -0.66
H 2.24362 0.77240 -1.83699 0.20